Record 1
Here is one molecule with the formula C5H10NOS at a distorted geometry from the OMol25 dataset. Energies are from ωB97M-V/def2-TZVPD.

The total charge is 0. The spin multiplicity is 2. The value obtained for the HOMO-LUMO gap (alpha / beta) is 9.946 / 6.959 eV.

Last column: Löwdin spin population.
Geometry (Å):
1 C 1.105 0.711 1.251  0.04
2 C 2.441 -0.127 1.266  0.08
3 S 3.226 -0.032 -0.381  0.85
4 C -0.172 -0.104 0.768  0.00
5 N -1.238 0.753 0.230  0.00
6 C -1.994 0.310 -0.952  0.00
7 C -3.206 -0.588 -0.596  0.00
8 O -3.905 -1.045 -1.456  0.00
9 H 0.983 1.239 2.177  0.00
10 H 1.191 1.561 0.561  0.01
11 H 2.020 -1.244 1.548  0.02
12 H 3.083 0.164 2.036  0.00
13 H 0.087 -0.873 0.048  0.00
14 H -0.546 -0.646 1.720  0.00
15 H -0.882 1.706 0.137  0.00
16 H -1.310 -0.227 -1.665  0.00
17 H -2.110 1.440 -1.338  0.00
18 H -3.269 -0.736 0.485  0.00

Forces on the atoms, in the same order (eV/Å):
C -0.15 -0.23 -1.79
C -3.23 -2.53 -0.94
S -0.44 -0.30 0.90
C -0.09 0.07 2.38
N 0.79 -0.25 0.97
C 1.65 2.76 -0.06
C 1.26 1.46 -1.40
O -0.26 -0.26 0.58
H -0.37 -0.30 0.88
H 0.29 -0.18 -0.25
H 1.48 2.41 -0.94
H 1.05 0.53 1.07
H 0.39 -0.09 -0.23
H 0.42 0.55 -1.44
H -0.34 -0.59 -0.11
H -0.81 0.30 0.28
H -1.15 -3.00 -0.26
H -0.51 -0.34 0.37

Record 2
Here is one molecule with the formula C3H6BrP at a distorted geometry from the OMol25 dataset. Energies are from ωB97M-V/def2-TZVPD.

The total charge is 0. Its SMILES is BrPC1CC1. The value obtained for the HOMO-LUMO gap is 9.869 eV.

Last column: Löwdin charge in e.
Geometry (Å):
1 C 0.580 -0.916 -0.582  -0.20
2 C 1.285 0.367 -0.151  -0.16
3 C -0.072 -0.004 0.414  -0.58
4 P -1.525 1.125 -0.113  0.47
5 Br -3.281 -0.245 0.094  0.14
6 H 0.226 -1.325 -1.559  0.11
7 H 1.105 -1.801 -0.302  0.08
8 H 2.221 0.272 0.422  0.11
9 H 1.197 1.155 -0.847  0.06
10 H -0.305 -0.320 1.445  0.09
11 H -1.433 1.693 1.179  -0.10

Forces on the atoms, in the same order (eV/Å):
C 0.36 -0.67 -0.68
C -0.50 -1.13 0.01
C -1.48 -0.31 -0.01
P 1.59 -0.59 0.02
Br 0.18 0.08 0.26
H -0.29 1.88 0.29
H 0.24 -0.42 1.49
H -0.74 0.14 -0.26
H 0.43 0.98 -0.60
H 0.84 -0.06 -0.54
H -0.63 0.10 0.02

Record 3
Here is a 2-piece molecular cluster, ClHNO2P overall at a distorted geometry from the OMol25 dataset. Energies are from ωB97M-V/def2-TZVPD.

The total charge is 0. The value obtained for the HOMO-LUMO gap (alpha / beta) is 8.541 / 6.277 eV.

Last column: Löwdin charge in e.
Geometry (Å):
1 N -0.438 1.917 0.080  -0.69
2 O 0.077 2.731 -0.617  0.06
3 O -1.634 1.726 0.255  -0.03
4 P 0.351 0.580 1.020  1.03
5 Cl 3.282 0.242 -0.146  -0.12
6 H 0.899 0.031 -0.076  -0.25

Forces on the atoms, in the same order (eV/Å):
N 0.31 -0.60 -0.02
O 0.10 0.46 -0.13
O -0.35 0.10 0.00
P 0.51 0.77 1.45
Cl -0.84 0.26 0.49
H 0.26 -0.99 -1.79

ΔE to the lowest compared entry with this formula, charge and spin: 230.7 20.9 375.0 (kJ/mol)
Calculated total energy: -19716.724 -82538.354 -27406.527 (eV)
Molar mass: 132.2 153.0 113.4 (g mol⁻¹)